This record from OMol25 describes a molecular structure, C6H11NO. The level of theory is ωB97M-V/def2-TZVPD.

```
19
Properties=species:S:1:pos:R:3:mulliken_charge:R:1
C 1.973 0.302 0.352 -0.1608
C 0.827 -1.292 0.619 -0.9440
C -1.456 1.618 -0.287 -1.3775
C -1.625 -1.517 -0.099 -1.3411
N 0.919 1.208 0.176 -0.1371
C -0.358 0.677 0.070 0.1138
C -0.424 -0.681 0.241 1.0201
O 2.954 0.394 -0.632 -0.5619
H 2.595 0.077 -1.466 0.3349
H 1.125 2.014 -0.407 0.2441
H 2.449 0.320 1.326 0.3069
H 1.090 -1.283 1.666 0.2467
H 1.077 -2.232 0.134 0.3354
H -1.897 1.383 -1.259 0.3126
H -2.290 1.605 0.431 0.2993
H -1.147 2.662 -0.338 0.3704
H -2.247 -1.073 -0.875 0.3270
H -1.315 -2.501 -0.446 0.3572
H -2.249 -1.680 0.795 0.2542
```

Computed properties:
- lowest unoccupied orbital energy (eV) = 0.87
- total energy (a.u.) = -365.15056
- charge = 0

---

This record from OMol25 describes 8 unconnected molecules or ions with the total composition C21H58F3O10P3Si. The level of theory is ωB97M-V/def2-TZVPD.

```
96
Properties=species:S:1:pos:R:3:mulliken_charge:R:1
C -0.893 0.881 -1.288 -1.4587
C -0.379 -0.359 -0.537 0.6109
P -0.044 -1.905 -1.514 -0.2468
C -0.818 -1.825 -3.192 -0.7264
Si 2.150 -1.721 -1.820 0.2473
C 2.947 -2.040 -0.134 -0.8668
C 3.583 -0.819 0.543 -0.3383
C 5.001 -0.578 0.089 0.0412
F 5.500 -1.390 -0.866 -0.2931
C 5.782 0.361 0.589 0.3175
F 7.088 0.340 0.681 -0.2524
F 5.291 1.460 1.127 -0.1703
P 2.767 0.347 -2.470 -0.0558
P 2.267 0.522 -4.568 0.7611
O 3.092 1.532 -5.238 -0.5026
O 0.694 0.827 -4.558 -0.5363
O 2.420 -0.894 -5.301 -0.4761
H -1.439 0.656 -2.206 0.3632
H -0.087 1.593 -1.494 0.3099
H -1.597 1.425 -0.652 0.4008
H -1.064 -0.612 0.272 0.5182
H 0.572 -0.094 -0.064 -0.5043
H -1.280 -0.876 -3.462 0.1834
H -0.097 -2.104 -3.965 0.3214
H -1.608 -2.577 -3.216 0.2240
H 2.561 -2.760 -2.797 -0.1960
H 2.119 -2.353 0.513 0.4393
H 3.638 -2.884 -0.193 0.5475
H 3.614 -0.973 1.625 0.5115
H 2.995 0.089 0.368 0.0721
H 4.170 0.339 -2.481 0.0263
H 0.325 0.720 -3.667 0.2324
H 1.612 -1.424 -5.298 0.3566
C -5.181 -1.893 -3.636 -1.1822
C -4.803 -2.878 -2.547 -0.1625
O -3.849 -2.330 -1.636 -0.3914
H -4.296 -1.583 -4.195 0.2348
H -5.897 -2.332 -4.332 0.3815
H -5.630 -0.995 -3.205 0.3464
H -4.340 -3.766 -2.977 0.2903
H -5.690 -3.191 -1.987 0.2547
H -4.246 -1.553 -1.231 0.2550
C 6.288 3.847 -6.777 -0.8932
C 5.830 4.745 -5.642 -0.2285
O 4.469 5.129 -5.780 -0.5324
H 6.154 4.352 -7.735 0.2730
H 7.340 3.579 -6.666 0.3067
H 5.697 2.929 -6.798 0.2435
H 6.406 5.670 -5.625 0.2915
H 5.974 4.236 -4.682 0.2347
H 3.938 4.323 -5.780 0.3184
C -4.788 -5.909 -0.230 -0.9292
C -5.125 -4.878 0.829 -0.2250
O -6.463 -4.400 0.701 -0.4476
H -4.934 -5.478 -1.221 0.1502
H -3.754 -6.243 -0.139 0.3203
H -5.439 -6.783 -0.156 0.4003
H -4.481 -4.006 0.729 0.1873
H -4.979 -5.300 1.830 0.3242
H -7.062 -5.148 0.794 0.2486
C 5.892 5.136 3.537 -1.1294
C 5.038 3.950 3.125 -0.0412
O 3.671 4.314 2.937 -0.4887
H 5.510 5.581 4.456 0.2533
H 6.929 4.836 3.697 0.3523
H 5.875 5.909 2.765 0.3314
H 5.041 3.185 3.901 0.2700
H 5.425 3.506 2.207 0.2415
H 3.634 4.978 2.241 0.2577
C 1.024 1.360 3.895 -0.8199
C -0.075 0.658 3.120 -0.2831
O 0.327 -0.636 2.668 -0.4520
H 1.919 1.466 3.279 0.1848
H 0.704 2.351 4.214 0.2247
H 1.301 0.787 4.783 0.3358
H -0.339 1.222 2.225 0.2188
H -0.973 0.561 3.739 0.3391
H 0.553 -1.160 3.443 0.2613
C 2.240 4.310 6.396 -0.7997
C 1.836 3.260 7.413 -0.3269
O 2.503 2.017 7.202 -0.4977
H 2.035 3.967 5.383 0.1160
H 1.704 5.245 6.564 0.3550
H 3.312 4.514 6.463 0.2740
H 0.771 3.043 7.342 0.2881
H 2.043 3.619 8.427 0.3214
H 3.449 2.179 7.273 0.2864
C -10.180 -2.800 1.277 -0.9340
C -10.847 -4.121 0.946 -0.2748
O -9.906 -5.189 0.869 -0.5041
H -9.422 -2.561 0.531 0.2186
H -10.911 -1.991 1.310 0.3458
H -9.681 -2.852 2.248 0.3110
H -11.329 -4.076 -0.030 0.2731
H -11.612 -4.360 1.692 0.2775
H -9.479 -5.259 1.729 0.2837
```

Computed properties:
- SMILES string = CCP(C)[Si@H](CCC(F)=C(F)F)PP(=O)(O)O.CCO.CCO.CCO.CCO.CCO.CCO.CCO
- lowest unoccupied orbital energy (eV) = 0.35
- total energy (a.u.) = -3200.44056
- charge = 0

---

This record from OMol25 describes a molecular structure, C32H32ClInN3O3PS. The level of theory is ωB97M-V/def2-TZVPD.

```
74
Properties=species:S:1:pos:R:3:mulliken_charge:R:1
In -0.376 0.746 0.261 1.4506
C 0.502 5.251 -1.960 -1.5998
C -0.159 3.911 -1.630 0.6166
C -0.634 3.926 -0.177 -0.9101
C 0.835 2.782 -1.890 -0.2090
C 1.344 2.726 -3.335 -0.6040
O 1.184 1.330 -3.715 -0.4076
C 0.534 0.701 -2.751 0.7602
N 0.257 1.419 -1.713 0.3674
C 0.254 -0.730 -3.063 -0.1118
C 0.263 -1.029 -4.429 -1.1017
C 0.143 -2.327 -4.892 -0.8164
C 0.061 -3.374 -3.990 -0.8348
C 0.046 -3.098 -2.632 -0.8277
C 0.102 -1.791 -2.146 0.8410
P -0.020 -1.697 -0.333 0.7213
C -1.544 -2.518 0.189 0.5384
C -1.780 -2.527 1.567 -0.6047
C -2.938 -3.094 2.070 -0.8511
C -3.874 -3.644 1.201 -0.6122
C -3.650 -3.620 -0.168 -0.7613
C -2.486 -3.058 -0.678 -0.6303
C 1.380 -2.607 0.334 0.8053
C 2.633 -1.991 0.281 -0.5315
C 3.750 -2.670 0.737 -0.7444
C 3.618 -3.953 1.254 -0.5596
C 2.372 -4.560 1.315 -0.7577
C 1.244 -3.891 0.857 -0.1849
H -0.225 6.058 -1.873 0.4493
H 0.909 5.288 -2.971 0.4102
H 1.317 5.458 -1.260 0.3778
H -1.023 3.759 -2.285 0.2583
H 0.216 3.921 0.512 0.1631
H -1.302 3.090 0.059 -0.0789
H -1.220 4.822 0.024 0.5533
H 1.658 2.883 -1.178 0.1933
H 2.392 2.978 -3.447 0.2857
H 0.746 3.322 -4.019 0.4136
H 0.382 -0.226 -5.141 0.5529
H 0.143 -2.519 -5.957 0.4333
H 0.010 -4.399 -4.335 0.4616
H -0.012 -3.919 -1.926 0.5837
H -1.047 -2.109 2.248 0.5152
H -3.109 -3.119 3.139 0.4710
H -4.774 -4.099 1.596 0.4590
H -4.379 -4.047 -0.846 0.4791
H -2.331 -3.032 -1.750 0.4532
H 2.729 -0.983 -0.111 0.2916
H 4.724 -2.198 0.694 0.4610
H 4.491 -4.483 1.613 0.4154
H 2.272 -5.559 1.722 0.4415
H 0.275 -4.371 0.904 0.4491
Cl 3.855 2.610 6.116 -0.1787
C 3.109 2.243 4.606 -0.0724
C 3.889 2.244 3.428 -0.5483
C 3.338 1.962 2.207 -0.8140
C 1.969 1.657 2.082 0.2557
O 1.489 1.400 0.896 -0.2321
C 1.185 1.654 3.271 1.2152
C -0.192 1.388 3.294 -0.1268
O -0.961 1.102 2.326 -0.7484
C 1.788 1.954 4.528 -1.2025
H 4.944 2.473 3.506 0.4601
H 3.942 1.966 1.310 0.5178
H -0.674 1.435 4.275 0.4364
H 1.177 1.947 5.425 0.4616
N -3.779 0.977 1.877 -0.1645
C -4.016 0.820 0.584 0.8618
N -5.275 0.733 0.170 -0.3956
S -2.791 0.727 -0.629 -0.4354
H -4.539 1.057 2.534 0.2486
H -2.834 1.082 2.228 0.1178
H -6.055 0.802 0.803 0.1993
H -5.470 0.639 -0.813 0.2114
```

Computed properties:
- lowest unoccupied orbital energy (eV) = -5.73
- total energy (a.u.) = -3018.08652
- charge = +2